Entry 1:
Molecular formula: C27H98F3N18O23
Method: DFT, ωB97M-V/def2-TZVPD

Values from the calculation:
Total charge: -1
Max |F| in Eh/bohr: 0.0503
HOMO level in eV: -6.771
HOMO-LUMO gap in eV: 8.143

The geometry in XYZ format:
```
169
Properties=species:S:1:pos:R:3:forces:R:3
C -25.20197 -8.93125 17.66015 0.420 -0.595 1.599
O -25.00959 -7.62735 18.22040 -0.164 0.298 -0.216
O -26.13838 -9.66125 18.26044 -0.308 -0.032 -0.389
C -25.25811 -8.86566 16.13007 -1.275 0.778 0.099
F -25.13408 -10.05901 15.56118 0.552 -0.009 0.028
F -26.44044 -8.37718 15.63381 -0.099 -0.312 0.376
F -24.32521 -8.00983 15.66692 0.426 -0.507 -0.260
C -26.08959 -6.68061 18.24720 0.352 -0.385 -0.419
C -25.40028 -5.32794 18.23817 -1.706 0.031 -0.819
H -24.74932 -5.23358 19.09742 0.165 0.371 -0.121
H -24.92207 -5.16757 17.27220 0.531 -0.388 0.173
H -26.20875 -4.58921 18.15250 0.207 0.233 0.840
H -26.73562 -6.86461 19.11021 0.224 0.178 0.229
H -26.75928 -6.78505 17.38749 0.224 -0.027 -0.124
H -24.17447 -9.32136 17.84731 0.042 0.030 -0.369
C -24.80830 -11.12551 11.79714 1.043 -1.381 -0.928
O -24.64491 -11.29940 12.98966 -0.772 0.646 0.030
N -25.76073 -11.78218 11.04116 -0.462 -0.041 0.115
N -23.92532 -10.40595 11.03320 -0.039 0.368 0.565
H -26.31264 -12.48855 11.50259 0.096 0.179 0.339
H -25.53597 -12.03370 10.09453 0.113 0.230 -0.083
H -24.00508 -10.29923 10.04148 -0.207 0.155 -0.028
H -23.31667 -9.79094 11.54584 0.159 -0.104 -0.153
C -26.70498 -9.59805 22.34227 1.257 -0.339 1.507
O -27.14170 -10.00546 23.41434 -0.598 0.304 -0.532
N -26.19863 -8.33172 22.16592 -0.574 -0.207 -1.006
N -26.40662 -10.42212 21.29510 -0.117 0.197 -0.601
H -25.56374 -8.23222 21.38993 0.159 0.349 0.348
H -26.22142 -7.63215 22.87881 -0.024 -0.211 0.271
H -26.82277 -11.33379 21.24768 -0.154 0.045 0.311
H -26.18129 -9.99792 20.40413 -0.082 -0.091 -0.214
C -30.33554 -5.85147 21.33624 0.239 -0.760 -0.171
O -31.31477 -5.28612 21.79778 0.101 0.233 -0.003
N -29.14146 -5.21762 21.05010 -0.112 0.325 -0.195
N -30.27242 -7.18452 21.04110 0.187 0.789 0.029
H -29.04527 -4.23392 21.20859 -0.161 -0.025 0.209
H -28.32382 -5.73611 20.78627 0.032 -0.084 0.075
H -29.52275 -7.51943 20.43199 -0.382 -0.468 0.272
H -31.07900 -7.74731 21.23327 0.001 -0.023 -0.074
C -21.35867 -6.21551 18.13488 -1.092 -0.564 0.449
O -20.93070 -7.33386 18.40817 0.415 0.249 -0.166
N -21.00431 -5.08574 18.80973 0.198 0.471 -0.175
N -22.38263 -6.06587 17.24188 1.285 -0.308 0.098
H -21.27268 -4.19509 18.42824 -0.040 0.051 0.139
H -20.20012 -5.10243 19.40874 0.022 -0.219 -0.035
H -22.62430 -6.93780 16.80582 -0.602 0.247 -0.193
H -22.81504 -5.18877 17.03521 -0.194 -0.061 -0.069
C -28.55671 -11.88059 13.96995 -0.561 0.140 0.082
O -28.64420 -12.99574 14.44192 0.205 0.188 -0.024
N -28.84967 -11.63212 12.64286 0.208 0.002 -0.621
N -28.23285 -10.73684 14.65470 -0.239 -0.436 -0.200
H -29.20794 -12.37613 12.07369 -0.036 -0.178 0.272
H -28.98200 -10.70668 12.28016 0.027 0.131 0.173
H -28.02041 -10.82392 15.63817 0.382 -0.193 -0.082
H -27.99321 -9.91867 14.11718 0.108 0.209 0.484
C -23.99812 -12.89606 19.06861 0.434 -0.249 -0.946
O -23.31791 -13.91847 19.09757 -0.410 0.154 0.292
N -23.50197 -11.68849 18.66037 -0.070 0.271 0.031
N -25.33345 -12.83452 19.33792 0.182 0.046 0.128
H -22.59392 -11.62470 18.22510 0.069 -0.141 0.302
H -24.16383 -10.97346 18.39949 -0.032 -0.159 0.111
H -25.84105 -13.65927 19.58774 0.007 0.028 0.116
H -25.76676 -11.92848 19.29656 -0.342 -0.134 -0.031
C -27.16955 -1.37905 18.04870 0.803 -1.130 -1.189
O -26.95400 -0.88260 16.94756 -0.328 0.252 0.441
N -27.89274 -2.53222 18.20521 0.329 1.181 0.566
N -26.49276 -0.98186 19.17036 0.021 0.191 0.277
H -28.47526 -2.81923 17.43704 -0.095 -0.255 0.160
H -28.03946 -2.80211 19.16111 -0.554 -0.575 -0.234
H -26.62970 -1.42039 20.06250 -0.001 0.048 0.038
H -25.88662 -0.18720 19.09601 -0.124 0.098 -0.011
C -25.45057 -13.13018 15.67602 0.304 0.372 -1.160
C -25.27311 -14.63186 15.80642 -0.634 -0.515 -0.437
C -26.60383 -15.38906 15.71840 -0.061 0.361 0.200
O -27.61452 -14.80220 16.51902 -0.137 0.008 0.226
C -27.57618 -15.24033 17.85228 -0.341 -0.439 0.318
N -24.45030 -15.19421 14.70787 0.155 0.401 0.467
H -26.26672 -12.64887 16.20230 0.194 -0.231 0.616
H -25.68057 -12.87528 14.63117 -0.020 -0.309 0.022
H -24.49690 -12.61960 15.83799 -0.145 0.054 0.467
H -24.80132 -14.92141 16.74793 0.167 0.278 0.029
H -26.41174 -16.43342 15.98466 -0.184 -0.081 0.098
H -26.99665 -15.37468 14.70048 0.056 0.166 -0.111
H -28.23687 -14.65632 18.49756 0.117 0.505 -0.367
H -26.55927 -15.18905 18.24952 -0.023 -0.259 0.119
H -28.00498 -16.24989 17.93592 0.495 -0.189 -0.061
H -24.97634 -15.07849 13.84576 0.041 0.068 -0.021
H -23.64810 -14.57419 14.62107 0.113 -0.264 -0.159
C -25.57499 -5.06945 10.26881 -1.804 1.720 0.681
C -24.75155 -4.32688 11.32110 0.660 -0.548 -0.417
C -23.66467 -5.22203 11.86884 0.494 0.028 0.236
O -24.24285 -6.39800 12.43124 0.988 0.086 -0.700
C -23.21144 -7.22337 12.98888 -1.068 -0.576 0.487
N -24.11094 -3.18194 10.66337 -0.229 -0.806 0.091
H -26.40024 -4.37033 10.03852 0.149 -0.012 -0.149
H -26.15715 -5.87089 10.71875 0.571 -0.603 -0.368
H -25.09947 -5.19694 9.30240 0.453 -0.658 0.259
H -25.37314 -4.06577 12.18744 -0.248 0.156 -0.215
H -23.05972 -4.73440 12.64861 -0.244 0.249 0.073
H -22.93661 -5.44109 11.07510 -0.241 -0.391 -0.120
H -22.31970 -7.28220 12.36720 0.044 0.260 -0.049
H -23.64180 -8.22225 13.09310 0.052 0.008 -0.075
H -23.01411 -6.91031 14.01443 0.454 0.229 -0.142
H -23.31830 -2.84725 11.19081 -0.245 0.496 0.092
H -24.81382 -2.48589 10.46681 0.328 0.400 0.130
C -30.91078 -7.75218 12.72109 0.672 -1.171 0.633
C -29.90484 -6.76342 12.13497 -0.794 0.260 -0.041
C -28.63344 -6.72279 12.94107 0.760 -0.013 0.346
O -27.96537 -7.96757 13.17943 -0.110 -0.264 0.019
C -27.23300 -8.51016 12.08776 -0.195 0.591 0.186
N -29.73866 -6.91311 10.67826 0.224 -0.097 0.307
H -31.01211 -7.73137 13.81309 -0.249 0.893 -0.084
H -30.52084 -8.78097 12.66932 -0.105 0.063 -0.725
H -31.88131 -7.69426 12.23532 -0.056 -0.014 0.060
H -30.33716 -5.76515 12.27081 0.106 0.043 0.012
H -28.89977 -6.36462 13.93815 0.002 -0.047 -0.001
H -27.87734 -6.02418 12.56690 -0.293 0.109 -0.334
H -27.93361 -8.84536 11.32038 0.287 -0.317 -0.156
H -26.63060 -9.32911 12.47692 -0.143 -0.153 -0.034
H -26.54722 -7.77410 11.65529 -0.063 0.055 -0.005
H -29.27327 -7.78889 10.47231 -0.078 -0.002 -0.084
H -30.66503 -6.98610 10.27164 0.056 0.062 -0.126
C -33.86625 -7.60813 18.70943 0.703 0.576 -0.316
C -33.23750 -6.85922 17.53934 -0.917 0.440 -1.009
C -31.82225 -6.37677 17.81388 -0.276 -1.257 0.168
O -31.43001 -5.53962 16.76370 0.086 0.204 -0.358
C -30.05555 -5.20092 16.80535 -0.197 0.441 0.121
N -33.40680 -7.67893 16.32107 1.135 -0.866 -0.095
H -34.87533 -7.92145 18.45755 -0.146 0.218 0.147
H -33.80845 -6.92021 19.55495 -0.368 -0.385 0.280
H -33.29390 -8.51491 18.92379 0.097 0.070 0.117
H -33.82648 -5.97464 17.25556 -0.016 0.096 0.671
H -31.22681 -7.30684 17.86086 0.366 0.317 0.013
H -31.73709 -5.89173 18.79288 -0.060 0.171 -0.034
H -29.80009 -4.83412 17.80782 0.211 -0.387 0.103
H -29.86964 -4.35812 16.14106 -0.184 -0.191 -0.279
H -29.44076 -6.04856 16.49769 0.196 0.018 0.256
H -32.81125 -7.34401 15.56237 -0.268 0.488 0.142
H -32.99548 -8.60127 16.49848 -0.335 0.018 0.134
O -28.18557 -11.70468 17.94147 0.017 0.159 -0.134
H -27.50522 -11.02700 18.11117 0.134 0.033 -0.147
H -27.72798 -12.42595 17.49212 -0.055 -0.067 0.001
O -20.90266 -10.32539 18.20857 -0.020 -0.095 -0.207
H -21.17294 -9.47283 17.84267 0.174 0.155 0.132
H -20.54663 -10.10732 19.07432 -0.026 0.064 -0.007
O -25.35878 -3.86023 21.25186 -0.184 0.157 0.086
H -24.93407 -3.05941 21.57319 0.120 -0.079 0.019
H -24.62708 -4.44927 21.03699 0.001 0.009 -0.020
O -22.32147 -11.08811 14.61147 -0.095 0.069 -0.056
H -22.20770 -11.89349 15.12455 0.017 0.061 0.071
H -23.23705 -11.11983 14.28552 0.193 -0.051 -0.025
O -28.69506 -8.62005 19.27793 0.122 0.030 -0.044
H -29.14975 -8.61886 18.42244 0.060 -0.023 -0.059
H -27.79653 -8.92816 19.06187 0.124 -0.045 -0.104
O -23.51117 -2.48036 18.97564 0.070 0.020 -0.010
H -23.21436 -1.57275 19.09292 -0.012 -0.006 -0.063
H -24.45511 -2.40564 18.77942 0.008 -0.069 0.046
O -27.50044 -3.82715 15.48382 0.265 0.187 0.023
H -26.88050 -4.48540 15.11807 -0.177 -0.188 -0.002
H -26.93771 -3.10694 15.79625 -0.125 0.097 -0.084
O -26.04539 -5.98501 14.47344 0.153 0.224 -0.451
H -25.45459 -6.03531 13.69214 -0.203 -0.042 0.382
H -26.54714 -6.81354 14.45007 0.108 0.129 0.125
O -29.47820 -8.58954 16.54000 0.001 0.141 -0.083
H -30.29814 -8.50926 16.04203 -0.004 -0.081 0.023
H -29.01415 -9.34368 16.15330 -0.213 0.090 0.026
O -23.50472 -7.80576 20.91653 -0.034 0.147 0.014
H -22.89555 -8.49615 20.63311 -0.017 0.012 -0.024
H -23.97544 -7.56299 20.10829 0.069 -0.081 -0.415
```
Forces are in eV/Å.



Entry 2:
Molecular formula: C23H16O6PW
Method: DFT, ωB97M-V/def2-TZVPD

Values from the calculation:
2S+1: 3
Total charge: +3
Max |F| in Eh/bohr: 0.1630
HOMO level (spin up / spin down) in eV: -17.318 / -17.297
HOMO-LUMO gap (spin up / spin down) in eV: 3.779 / 3.986

The geometry in XYZ format:
```
47
Properties=species:S:1:pos:R:3:forces:R:3
O -0.02507 3.70365 -6.44820 -0.216 -5.184 4.400
C -0.02134 2.84618 -5.64575 0.849 6.439 -5.296
W 0.00451 1.46629 -4.06599 -0.634 -3.448 1.751
O 0.03800 3.77317 -1.77952 0.019 -3.665 -2.786
C 0.02624 2.88781 -2.52752 0.048 5.234 3.263
C -0.02862 -0.66138 -4.18087 0.192 -4.637 0.669
O -0.01080 -1.83129 -4.12996 -0.079 5.729 -0.525
C 1.82138 0.96432 -3.27253 4.123 -1.167 1.734
O 2.83019 0.60091 -2.84235 -3.633 1.339 -1.505
C -1.83383 0.98906 -3.25542 -5.592 -1.501 3.764
O -2.84203 0.69294 -2.75971 4.406 1.335 -2.491
H 0.25184 0.58933 -5.42563 0.554 -0.568 -2.346
O -0.01010 0.85223 -0.93956 -0.080 1.099 -1.670
P -0.00236 0.00771 0.29763 0.081 -0.732 -0.548
C -1.52806 -0.94403 0.40329 0.337 -0.330 0.441
C -2.62079 -0.38376 1.08418 -0.167 -0.136 -0.037
C -3.80549 -1.10828 1.22454 -0.267 0.066 -0.092
C -3.92948 -2.39744 0.69541 0.464 0.269 0.350
C -2.83120 -2.94612 0.02705 0.072 -0.096 -0.279
C -1.64429 -2.23093 -0.13572 -0.354 0.114 -0.025
C 1.55390 -0.88957 0.41302 -0.283 -0.321 0.357
C 1.74391 -2.12558 -0.21886 0.367 0.124 0.050
C 2.93110 -2.83098 -0.01820 -0.039 -0.046 -0.349
C 3.97775 -2.29874 0.74121 -0.517 0.222 0.383
C 3.79415 -1.04525 1.33400 0.264 0.068 -0.074
C 2.59629 -0.34530 1.18020 0.122 -0.173 -0.031
C -0.03029 1.03846 1.76949 -0.032 2.204 -1.549
C -0.02706 0.43046 3.02417 -0.017 -0.534 1.201
C -0.05456 1.20616 4.17338 -0.020 1.115 1.116
C -0.08570 2.60229 4.07693 0.021 -1.943 1.887
C -0.08815 3.21170 2.82693 -0.011 0.666 -0.804
C -0.05937 2.43085 1.67145 0.039 -1.135 -0.946
H -2.55861 0.63011 1.47499 -0.099 -0.169 0.024
H -4.65176 -0.65136 1.73701 0.232 -0.125 -0.080
H -4.84453 -2.98107 0.84677 0.396 0.310 -0.156
H -2.89905 -3.94804 -0.38592 -0.013 0.119 0.037
H -0.83003 -2.64523 -0.72064 -0.272 -0.191 0.290
H 0.99440 -2.49831 -0.91084 0.229 -0.212 0.305
H 3.04469 -3.80738 -0.48025 0.024 0.146 0.014
H 4.89722 -2.87002 0.91065 -0.393 0.303 -0.164
H 4.60193 -0.59642 1.91128 -0.215 -0.127 -0.103
H 2.48788 0.64276 1.62247 0.101 -0.165 0.045
H -0.00369 -0.64395 3.10408 -0.001 -0.265 0.037
H -0.05081 0.70958 5.14655 -0.007 0.290 -0.280
H -0.10840 3.19213 4.99181 0.003 -0.034 -0.239
H -0.11332 4.29338 2.75958 0.009 -0.021 -0.042
H -0.05657 2.91895 0.69534 -0.008 -0.266 0.304
```
Forces are in eV/Å.



- Among the records above, which one has the highest total charge?
  C23H16O6PW



- Which of these has the highest total charge?
  C23H16O6PW